ORCA calculation (ωB97M-V/def2-TZVPD) on an isolated molecule of C6H9N.

```
16
Properties=species:S:1:pos:R:3:forces:R:3:mulliken_charge:R:1
C 0.26236 2.51687 0.44756 0.0 -0.1 0.0 -1.165
C 0.29200 1.04029 0.16839 -0.1 -0.2 -0.1 0.863
C -0.67580 0.22981 -0.28878 0.0 0.1 0.0 -0.863
C -0.07975 -1.12232 -0.56133 -0.2 0.0 0.0 0.821
C -0.86633 -2.34032 -0.08228 0.0 0.0 0.0 -1.283
N 1.29475 -1.05026 -0.06492 -0.1 0.4 -0.1 -0.641
C 1.47912 0.17031 0.29227 0.1 -0.2 -0.1 -0.530
H 1.08224 2.81506 1.11374 -0.2 -0.1 -0.1 0.339
H -0.68760 2.81124 0.90840 0.2 0.0 -0.1 0.314
H 0.37419 3.08178 -0.48832 0.0 -0.1 0.2 0.249
H -1.70928 0.49073 -0.49453 0.1 0.0 0.0 0.360
H 0.00162 -1.20514 -1.66332 0.1 0.0 0.3 0.171
H -1.06169 -2.33112 0.99604 0.2 0.1 -0.2 0.316
H -1.83136 -2.35719 -0.59975 0.1 -0.1 0.1 0.330
H -0.32805 -3.25966 -0.33225 -0.1 0.2 0.1 0.323
H 2.45359 0.50992 0.64907 -0.2 -0.1 0.0 0.395
```
Positions in Å, forces in eV/Å.

- E_tot: -7857.3501 eV
- Energy relative to the best compared isomer or geometry (same formula, charge and spin): 78.1 kJ/mol
- 2S+1: 1
- Charge: 0
- Structure (SMILES): CC1=C[C@H](C)N=C1
- E_HOMO: -9.25 eV

ORCA calculation (ωB97M-V/def2-TZVPD) on the ion C4H10NO with charge -1.

```
16
Properties=species:S:1:pos:R:3:forces:R:3:mulliken_charge:R:1
C -1.29411 1.48419 -1.32514 -0.8 0.0 1.0 -0.876
N 0.10455 1.12836 -1.27618 0.3 -0.6 0.1 -0.452
C 0.32656 -0.35420 -1.20001 0.2 0.5 -0.6 -0.461
C 0.88257 -0.79224 0.13958 0.2 0.4 0.3 -0.715
C -0.02716 -0.50796 1.37799 0.4 -0.7 0.8 -0.133
O 0.28681 -1.28700 2.43318 0.1 0.2 -0.1 -0.901
H -1.79729 1.03699 -2.17789 0.1 0.1 -0.4 0.308
H -1.87110 1.14430 -0.44805 0.1 -0.3 0.0 0.303
H -1.46519 2.56374 -1.29698 0.3 0.1 -0.5 0.319
H 0.49802 1.47552 -0.41048 -0.1 0.3 0.0 0.309
H -0.61916 -0.85098 -1.43948 -0.1 -0.1 0.2 0.311
H 1.00653 -0.59997 -2.02570 0.1 -0.2 0.1 0.253
H 1.79243 -0.22749 0.36323 0.2 0.3 -0.2 0.252
H 1.29441 -1.80649 0.15809 -0.8 -0.3 -0.1 0.394
H -1.11325 -0.57347 1.13193 -0.1 -0.1 -0.6 0.062
H 0.13253 0.59061 1.57957 -0.1 0.2 0.0 0.025
```
Positions in Å, forces in eV/Å.

- E_tot: -7846.6147 eV
- Energy relative to the best compared isomer or geometry (same formula, charge and spin): 88.9 kJ/mol
- 2S+1: 1
- Charge: -1
- Structure (SMILES): CNCCC[O-]
- E_HOMO: -2.13 eV

ORCA calculation (ωB97M-V/def2-TZVPD) on a cluster of 2 separate species, CH5ClN3O in total.

```
11
Properties=species:S:1:pos:R:3:forces:R:3:mulliken_charge:R:1
C 0.01563 -0.07208 0.09018 -1.0 0.7 -0.2 0.307
N -1.01606 -0.35388 -0.66387 1.3 -0.9 0.0 -0.283
N 2.29250 -1.25597 0.72342 -3.3 -1.1 0.6 0.017
N -0.01986 1.09348 0.71632 0.5 -2.1 -0.8 -0.303
O 2.94402 -0.25885 0.77352 2.0 2.1 0.5 -0.073
Cl 4.16719 0.38584 -0.48936 -0.3 -0.6 -0.2 0.033
H -0.93742 -1.05130 -1.36070 0.0 -0.9 -0.5 0.248
H -1.89489 0.10292 -0.60555 -0.8 0.6 0.2 0.229
H 2.47976 -2.13857 0.24948 0.9 0.1 -0.9 0.286
H -0.58475 1.77962 0.23635 0.3 0.8 0.6 0.245
H 0.79996 1.24476 1.25177 0.4 1.2 0.8 0.292
```
Positions in Å, forces in eV/Å.

- E_tot: -20144.4321 eV
- Energy relative to the best compared isomer or geometry (same formula, charge and spin): 377.4 kJ/mol
- 2S+1: 1
- Charge: +1
- E_HOMO (alpha / beta): -13.74 / -14.77 eV